(1)
This record from the OMol25 dataset describes a cluster of 14 separate species, C8H38O13 in total in a non-equilibrium geometry. The level of theory is the ωB97M-V functional and the def2-TZVPD basis.

Each line ends with the Löwdin charge.
CARTESIAN COORDINATES (ANGSTROEM)
C -2.85365 -2.79203 -0.92967  -0.026
C -1.53779 -2.10333 -1.19900  -0.273
C -1.46918 -0.89215 -1.74542  0.115
C 0.60753 -2.10686 0.16325  0.008
C -0.30745 -2.72714 -0.63325  -0.120
C 0.00260 -4.12381 -1.04205  -0.058
C -0.52329 -4.76184 -2.10440  0.132
C 1.70493 -2.80892 0.95846  -0.034
H -2.83399 -3.80483 -1.35858  0.070
H -2.78510 -3.10343 0.10521  0.076
H -3.86371 -2.36518 -1.06535  0.111
H -0.55718 -0.42112 -2.05842  0.034
H -2.32509 -0.28400 -2.11549  0.089
H 0.63879 -1.04204 0.51630  0.095
H 0.75329 -4.62062 -0.42515  0.100
H -1.37959 -4.45106 -2.69734  0.091
H -0.00833 -5.69202 -2.29169  0.085
H 1.49979 -2.70729 2.07803  0.115
H 1.92022 -3.82955 0.70564  0.058
H 2.66361 -2.13742 0.72074  0.121
H -1.76515 0.65831 4.06145  0.067
H -1.61454 -0.88778 4.05077  0.062
O -1.15978 -0.05636 4.20941  -0.023
H 2.18246 1.92020 3.58358  0.021
H 3.52728 1.54240 4.06811  0.045
O 3.11176 2.26137 3.55704  -0.083
H 0.65308 0.69201 1.32197  0.023
H 0.42592 0.72213 -0.14363  0.014
O -0.07221 0.85618 0.67098  -0.090
H -0.32106 1.50995 -2.90359  0.011
H -0.41932 1.65051 -4.32961  0.054
O -0.81272 1.12624 -3.62478  -0.042
H -2.68190 -1.32184 1.82916  0.068
H -1.55500 -0.35278 1.17376  0.009
O -1.81490 -0.92194 1.90511  -0.041
H 0.93116 -0.94141 2.92315  0.075
H -0.11153 -0.11863 3.01116  0.015
O 0.88020 0.06287 2.84545  -0.118
H -4.39502 1.67204 -0.92347  0.065
H -3.28691 1.04378 -0.44868  -0.008
O -3.94239 0.81843 -1.11141  -0.068
H 3.37318 -0.33523 -0.13428  0.050
H 2.85562 -1.51463 -1.20689  0.030
O 3.50341 -1.14642 -0.61146  -0.042
H 3.32958 2.88669 0.48496  0.025
H 2.39916 3.86694 -0.35377  0.050
O 3.16562 3.26092 -0.37640  -0.054
H -0.20464 3.92853 2.06559  0.143
H -0.22908 3.04781 0.85938  -0.019
O -0.34229 4.01402 0.99082  -0.126
H 2.87874 3.99822 -2.56768  0.034
H 2.45042 3.44529 -3.99496  0.046
O 2.49026 3.26379 -3.05359  -0.056
H 1.71708 1.15820 -2.01719  0.027
H 2.00924 -0.02870 -2.62504  0.123
O 1.45304 0.25641 -1.83921  -0.080
H -2.61881 2.22793 1.27308  -0.003
H -2.83904 3.68864 0.71813  0.048
O -3.25574 2.92102 1.13188  -0.040

total charge: +1
2S+1: 2

***

(2)
This record from the OMol25 dataset describes a cluster of 11 separate species, C8H38O15 in total in a non-equilibrium geometry. The level of theory is the ωB97M-V functional and the def2-TZVPD basis.

Each line ends with the Löwdin charge.
CARTESIAN COORDINATES (ANGSTROEM)
C -14.00014 -9.24243 2.30609  -0.221
C -13.73942 -8.94772 0.82748  -0.206
O -12.43200 -8.39679 0.66025  -0.081
O -13.88047 -8.06375 3.10676  -0.061
H -13.37796 -9.99505 2.79040  0.093
H -15.01075 -9.64067 2.21572  0.120
H -14.46725 -8.23265 0.44401  0.121
H -13.86388 -9.84012 0.21409  0.119
H -12.38355 -8.01044 -0.21724  0.105
H -12.99096 -7.70289 3.11980  0.063
C -14.64870 -9.34427 8.47020  -0.242
C -14.23950 -7.84657 8.70837  -0.170
O -12.86750 -7.80719 9.19896  -0.091
O -14.50935 -9.93812 9.71514  -0.059
H -13.96994 -9.85175 7.78473  0.091
H -15.66551 -9.52158 8.11981  0.124
H -14.97527 -7.35373 9.34386  0.120
H -14.29655 -7.33570 7.74720  0.106
H -12.70185 -6.87189 9.33817  0.103
H -13.59347 -9.76881 9.94774  0.076
C -14.57233 -12.17061 5.86627  -0.150
C -15.26409 -13.62863 6.22411  -0.232
O -14.88488 -14.78387 5.55450  -0.067
O -13.23071 -12.13783 6.32455  -0.097
H -15.14066 -11.34636 6.29719  0.097
H -14.52866 -12.02892 4.78640  0.112
H -16.33468 -13.57525 6.02644  0.104
H -15.28708 -13.87816 7.28492  0.109
H -15.45513 -15.47241 5.90429  0.088
H -13.09566 -12.54532 7.18323  0.106
C -7.55356 -10.96613 5.76348  -0.228
C -8.26657 -12.10787 5.02121  -0.226
O -8.09275 -13.39466 5.63438  -0.069
O -6.17412 -11.11088 6.15970  -0.058
H -8.14430 -10.89188 6.67650  0.105
H -7.73358 -10.03954 5.21840  0.102
H -7.83232 -12.20004 4.02570  0.112
H -9.32518 -11.89737 4.86915  0.101
H -8.62751 -14.04523 5.17352  0.077
H -6.07481 -10.82738 7.07150  0.077
O -9.19233 -7.19261 4.52402  -0.044
H -9.58222 -7.86253 3.96239  -0.002
H -8.27617 -7.15287 4.24961  0.053
O -10.88293 -8.63958 2.80741  -0.042
H -11.35060 -8.57473 1.97476  -0.003
H -11.25680 -9.41104 3.23320  0.005
O -12.31104 -6.44926 6.06878  -0.040
H -11.89283 -7.25713 6.36658  0.003
H -11.58239 -5.86579 5.85697  0.031
O -11.92318 -12.20799 3.19392  -0.056
H -12.10126 -12.98625 3.72196  0.030
H -11.79102 -11.50874 3.83407  -0.043
O -11.58482 -10.23783 5.09532  -0.059
H -11.03113 -9.71018 5.67085  0.028
H -12.21672 -10.65150 5.68336  0.011
O -8.91911 -8.20136 7.21543  -0.041
H -8.91316 -7.81083 6.34154  -0.003
H -8.47418 -7.55906 7.76836  0.059
O -11.36909 -9.44551 7.64562  -0.053
H -10.47560 -9.10667 7.70122  -0.003
H -11.84275 -8.98852 8.34062  -0.005

SMILES: OCCO.OCCO.OCCO.OCCO.O.O.O.O.O.O.O
total charge: 0

***

(3)
This record from the OMol25 dataset describes a cluster of 14 separate species, C8H40O13 in total in a non-equilibrium geometry. The level of theory is the ωB97M-V functional and the def2-TZVPD basis.

Each line ends with the Löwdin charge.
CARTESIAN COORDINATES (ANGSTROEM)
C -0.70737 -1.75100 -2.52879  -0.094
C -0.04977 -1.55511 -1.17193  -0.194
C -1.05954 -1.07626 -0.13794  -0.270
C -1.62618 0.11966 -0.23432  0.046
C -0.46451 -2.16418 2.03435  -0.105
C -1.33096 -1.89640 1.04951  -0.279
C -2.64837 -2.64500 0.90631  -0.035
C 0.91060 -1.61054 2.13852  -0.088
H 0.09742 -2.04243 -3.21638  0.070
H -1.11941 -0.89082 -3.05697  0.073
H -1.41324 -2.59468 -2.56916  0.080
H 0.70549 -0.74857 -1.32804  0.119
H 0.51388 -2.42451 -0.86730  0.080
H -1.47745 0.76582 -1.11104  0.074
H -2.11101 0.56261 0.61071  0.042
H -0.88901 -2.46163 2.99394  0.105
H -2.52448 -3.40503 0.13290  0.081
H -3.09789 -3.13429 1.79769  0.088
H -3.38894 -1.85098 0.68662  0.076
H 1.27218 -1.08063 1.26365  0.053
H 1.60490 -2.44388 2.32138  0.073
H 1.10447 -0.85956 2.91518  0.082
H -4.48570 2.03512 -1.36621  0.065
H -3.63014 0.82495 -0.96827  0.027
O -4.23189 1.49955 -0.60758  -0.052
H 2.18677 1.97706 1.35829  0.009
H 3.62061 2.34433 1.24350  0.058
O 3.07002 1.55747 1.15163  -0.083
H 0.54515 -4.82305 -0.87787  0.013
H 2.05436 -4.54634 -0.49455  -0.012
O 1.45258 -5.07823 -1.04498  -0.077
H -2.33110 1.54685 2.57122  0.019
H -1.37775 2.21507 3.58009  0.082
O -1.38071 1.54362 2.88908  -0.085
H 2.58716 -0.23676 -4.12108  0.038
H 3.50959 0.03608 -2.89360  -0.008
O 3.38206 0.22054 -3.83688  -0.060
H -0.09659 2.06960 1.76208  0.022
H 0.57491 2.88770 0.48577  0.013
O 0.65927 2.59382 1.40914  -0.075
H 1.62053 4.31242 -1.53855  0.061
H 0.66526 4.87014 -0.58828  0.074
O 0.88936 4.01223 -0.96987  -0.056
H -3.91698 1.23211 1.17855  0.009
H -4.39520 0.49019 2.42195  0.073
O -3.91071 1.28136 2.15466  -0.048
H -0.90314 3.59604 -3.12408  0.030
H -0.34843 2.68429 -2.04552  -0.003
O -0.88674 2.67312 -2.85779  -0.081
H -2.05599 0.02512 3.63600  -0.004
H -2.11068 -0.95333 4.79528  0.031
O -2.68642 -0.38137 4.27851  -0.084
H 2.62778 -2.31617 -0.32794  0.034
H 3.83484 -3.03841 -0.01912  0.069
O 2.89399 -3.08411 0.20778  -0.055
H 4.71221 -0.13816 -0.72697  0.052
H 3.38119 0.65170 -0.28425  0.002
O 3.80642 0.07221 -0.95539  -0.071
H 2.67672 2.19380 -2.48224  0.017
H 2.24110 2.23644 -3.91923  0.031
O 2.29439 2.78902 -3.13382  -0.059

total charge: 0

***

(4)
This record from the OMol25 dataset describes a structure of composition C8H48B7O4Pb2 in a non-equilibrium geometry. The level of theory is the ωB97M-V functional and the def2-TZVPD basis.

Each line ends with the Löwdin charge.
CARTESIAN COORDINATES (ANGSTROEM)
Pb 0.91276 1.06656 -1.37988  1.466
Pb -0.50904 -2.01277 2.17083  1.516
B 0.58196 3.44186 2.83012  -0.480
H 1.22220 3.35756 3.69453  -0.091
H 0.18429 2.49305 2.50476  -0.092
H -0.17391 4.19959 2.96706  -0.125
H 1.21917 3.81614 2.04390  -0.092
B 1.34340 -3.61706 0.97391  -0.484
H 1.21235 -3.43455 2.02925  -0.130
H 1.85863 -2.74239 0.60821  -0.060
H 1.88459 -4.53666 0.81363  -0.061
H 0.33831 -3.70627 0.59171  -0.098
B 2.43011 1.78053 0.86267  -0.494
H 1.39865 1.99067 0.62566  -0.076
H 2.52956 0.93875 1.53031  -0.051
H 3.00721 1.45120 0.01253  -0.075
H 2.85905 2.64341 1.34814  -0.039
B 1.18115 -0.25726 2.91982  -0.533
H 0.77206 0.72900 2.76433  -0.045
H 2.11189 -0.07363 3.43386  -0.008
H 0.51062 -0.69662 3.64203  -0.104
H 1.30020 -0.80507 1.99788  -0.059
B -1.03667 -0.24611 0.20367  -0.552
H -1.13621 0.25371 1.15472  -0.019
H -0.00638 -0.54144 0.07906  -0.071
H -1.64789 -1.13528 0.19753  -0.067
H -1.27209 0.44465 -0.59112  -0.046
B -0.08470 3.37034 -1.60711  -0.531
H -0.75245 2.71786 -1.06616  -0.066
H 0.12254 2.99597 -2.59763  -0.097
H -0.54011 4.34717 -1.65852  -0.061
H 0.86235 3.35801 -1.09021  -0.068
B 2.22315 -1.02542 -1.34676  -0.560
H 2.13005 -0.57276 -0.37174  -0.059
H 2.83066 -0.49906 -2.06657  -0.047
H 2.68643 -1.99212 -1.22389  -0.035
H 1.26193 -1.17129 -1.81475  -0.070
C -3.13130 -3.31915 0.24149  -0.123
O -2.89580 -2.67669 1.48461  -0.368
C -4.03172 -1.87112 1.98764  -0.154
C -3.74334 -1.14556 3.24316  -0.274
O -2.54256 -0.50569 3.12624  -0.264
C -2.24159 0.26461 4.28280  -0.074
H -3.20356 -2.52325 -0.49973  0.079
H -4.06243 -3.88369 0.19263  0.071
H -2.38677 -4.01085 -0.15261  0.094
H -4.95277 -2.45380 2.00367  0.114
H -4.33437 -1.15860 1.22031  0.132
H -3.67773 -1.76183 4.13983  0.124
H -4.56510 -0.48250 3.51366  0.124
H -1.60365 1.11569 4.04453  0.111
H -1.82533 -0.21571 5.16831  0.091
H -3.14352 0.74308 4.66451  0.076
C 3.21551 2.47390 -3.64205  -0.067
O 2.05230 1.61806 -3.55481  -0.354
C 1.65450 0.91910 -4.78497  -0.130
C 0.81215 -0.33104 -4.43788  -0.179
O -0.09616 -0.09348 -3.34563  -0.307
C -1.01781 -1.12884 -3.23175  -0.129
H 2.98476 3.40788 -4.15441  0.083
H 4.04881 1.98530 -4.14703  0.072
H 3.59819 2.63009 -2.63346  0.101
H 2.56035 0.61876 -5.31157  0.113
H 1.03128 1.65649 -5.29088  0.119
H 1.46670 -1.18409 -4.25903  0.124
H 0.21467 -0.66252 -5.28715  0.105
H -0.60587 -2.12712 -3.08392  0.102
H -1.56513 -1.20567 -4.17125  0.070
H -1.82851 -1.02200 -2.51103  0.087

total charge: -3

***

Result set for energy above the lowest of the compared OMol25 structures with the same formula, charge and spin: 0.0; 32.9; 0.0; 172.2 kcal/mol, one per record in the order listed.